# 1
# CH4N6O

The molecule CH4N6O at a distorted geometry (ωB97M-V/def2-TZVPD, the OMol25 dataset).

## Properties
HOMO level (eV): -9.087
Gap between HOMO and LUMO (eV): 9.5
LUMO (eV): 0.4
SMILES: N/N=c1/onnn1N
Relative energy (zero: lowest compared OMol25 entry of this formula, charge and spin) (kJ/mol): 309.9

```
! RIJCOSX wB97M-V def2-TZVPD def2/J DEFGRID3
* xyz 0 1
N 1.811 -0.388 -0.089
N 0.807 -1.481 -0.006
C -0.339 -0.944 0.038
O -1.522 -1.611 -0.014
N -2.745 -0.781 -0.085
N -2.241 0.386 -0.045
N -0.866 0.302 0.224
N -0.314 1.687 -0.108
H 2.644 -1.006 -0.510
H 2.252 -0.017 0.834
H 0.449 1.739 -0.932
H 0.064 2.115 0.694
*
```

# 2
# CH3NO3S

CH3NO3S as an isolated structure at a distorted geometry (ωB97M-V/def2-TZVPD, the OMol25 dataset).

## Properties
HOMO level (alpha / beta) (eV): -5.262 / -10.718
Gap between HOMO and LUMO (alpha / beta) (eV): 5.5 / 7.4
LUMO (alpha / beta) (eV): 0.3 / -3.4
Expectation value of S²: 2.01
Relative energy (zero: lowest compared OMol25 entry of this formula, charge and spin) (kJ/mol): 367.0

```
! RIJCOSX wB97M-V def2-TZVPD def2/J DEFGRID3
* xyz 0 3
C 1.091 -0.141 -1.101
N -0.238 -0.245 -0.870
O 1.829 -0.035 -0.139
O -1.755 0.330 0.858
O -0.051 -1.366 1.502
S -0.272 -0.182 0.735
H 1.477 -0.159 -2.248
H -2.206 0.759 0.049
H 0.125 1.039 1.215
*
```

# 3
# C3H7OS2

An isolated ion of composition C3H7OS2 and charge -1 at a distorted geometry (ωB97M-V/def2-TZVPD, the OMol25 dataset).

## Properties
HOMO level (eV): -2.725
Gap between HOMO and LUMO (eV): 5.7
LUMO (eV): 3.0
SMILES: [O-]CCCSS
Relative energy (zero: lowest compared OMol25 entry of this formula, charge and spin) (kJ/mol): 93.6

```
! RIJCOSX wB97M-V def2-TZVPD def2/J DEFGRID3
* xyz -1 1
O 2.319 0.115 0.200
C 1.646 -0.945 0.540
C 0.217 -1.037 -0.219
C -0.496 0.190 0.221
S -1.993 0.576 -0.950
S -1.680 2.691 -0.902
H 2.154 -1.952 0.340
H 1.382 -1.115 1.639
H 0.519 -0.948 -1.258
H -0.268 -1.968 0.069
H -0.989 0.149 1.190
H 0.113 1.087 0.198
H -2.923 3.156 -1.068
*
```

# 4
# C8H12N3OS

An isolated ion of composition C8H12N3OS and charge +1 at a distorted geometry (ωB97M-V/def2-TZVPD, the OMol25 dataset).

## Properties
HOMO level (alpha / beta) (eV): -12.030 / -11.997
Gap between HOMO and LUMO (alpha / beta) (eV): 7.4 / 7.4
LUMO (alpha / beta) (eV): -4.6 / -4.6
Relative energy (zero: lowest compared OMol25 entry of this formula, charge and spin) (kJ/mol): 262.2

```
! RIJCOSX wB97M-V def2-TZVPD def2/J DEFGRID3
* xyz 1 1
C -1.137 1.716 -1.240
C 1.310 -1.038 0.339
C -0.250 -0.549 -1.541
C 0.689 -1.503 -0.919
C -0.333 0.589 0.684
C -0.920 2.918 0.899
C 2.502 -1.746 0.991
C -0.195 -2.701 -0.616
N 0.802 -0.016 1.018
N -0.722 0.584 -0.718
N -1.314 2.792 -0.465
O -0.588 -0.591 -2.661
S -2.082 2.540 2.222
H -1.147 1.785 -2.363
H 1.522 -1.862 -1.719
H -1.020 0.842 1.455
H -0.409 3.913 1.040
H 1.948 -2.723 1.287
H 2.956 -1.050 1.798
H 3.219 -2.057 0.228
H -0.733 -3.137 -1.443
H -0.792 -2.520 0.356
H 0.338 -3.640 -0.241
H -1.148 3.670 -1.002
H -2.497 3.784 2.610
*
```

# 5
# C18H86N2O27Pd

C18H86N2O27Pd as an isolated structure at a distorted geometry (ωB97M-V/def2-TZVPD, the OMol25 dataset).

## Properties
HOMO level (alpha / beta) (eV): -6.160 / -6.158
Gap between HOMO and LUMO (alpha / beta) (eV): 5.6 / 5.6
LUMO (alpha / beta) (eV): -0.5 / -0.5
Expectation value of S²: 2.01

```
! RIJCOSX wB97M-V def2-TZVPD def2/J DEFGRID3
* xyz 0 3
Pd -23.864 -25.338 3.592
C -13.859 -18.186 15.890
C -13.783 -19.331 14.807
C -13.882 -20.651 15.655
C -14.058 -21.931 14.798
C -15.383 -21.746 14.045
C -15.553 -20.477 13.216
N -15.010 -19.280 13.934
O -15.275 -18.003 13.315
C -17.048 -20.300 12.920
C -14.837 -20.728 11.845
C -12.393 -19.240 14.105
H -13.883 -17.200 15.426
H -12.972 -18.163 16.523
H -14.721 -18.358 16.535
H -14.697 -20.467 16.355
H -12.974 -20.962 16.172
H -13.968 -22.913 15.264
H -13.198 -21.881 14.130
H -16.222 -21.834 14.734
H -15.585 -22.571 13.362
H -17.541 -19.938 13.822
H -17.554 -21.230 12.661
H -17.325 -19.674 12.072
H -15.323 -21.586 11.382
H -13.815 -21.079 11.992
H -14.759 -19.825 11.239
H -12.204 -18.269 13.648
H -12.308 -20.012 13.340
H -11.545 -19.520 14.730
C -18.021 -22.171 2.494
C -18.752 -22.632 3.779
C -17.790 -22.328 4.993
C -17.803 -20.898 5.535
C -19.269 -20.539 5.842
C -20.263 -20.698 4.672
N -20.107 -22.051 4.059
O -21.123 -22.478 3.092
C -20.070 -19.550 3.623
C -21.704 -20.547 5.236
C -18.737 -24.168 3.757
H -17.911 -21.094 2.366
H -18.475 -22.591 1.596
H -17.065 -22.695 2.468
H -16.744 -22.617 4.886
H -18.042 -22.917 5.874
H -17.351 -20.171 4.859
H -17.193 -20.889 6.438
H -19.229 -19.454 5.932
H -19.568 -20.828 6.849
H -19.085 -19.592 3.157
H -20.178 -18.561 4.068
H -20.911 -19.643 2.935
H -22.427 -20.300 4.460
H -21.600 -19.592 5.750
H -22.106 -21.415 5.759
H -19.513 -24.572 3.107
H -19.112 -24.629 4.671
H -17.811 -24.652 3.445
O -18.287 -19.991 -2.763
H -18.002 -20.176 -3.658
H -17.998 -20.750 -2.257
O -16.987 -17.050 -0.587
H -16.306 -17.644 -0.271
H -17.604 -17.616 -1.050
O -19.731 -16.263 9.698
H -19.735 -16.069 10.635
H -20.305 -17.023 9.607
O -13.385 -17.957 6.478
H -13.444 -17.356 5.735
H -14.157 -17.758 7.008
O -17.017 -26.716 8.972
H -16.172 -26.342 9.223
H -17.665 -26.157 9.400
O -19.289 -14.173 0.936
H -20.010 -14.047 0.320
H -18.894 -15.006 0.678
O -27.912 -20.512 2.449
H -27.351 -19.747 2.572
H -28.770 -20.148 2.229
O -24.040 -20.902 0.028
H -23.403 -21.401 0.539
H -24.871 -21.354 0.174
O -20.991 -23.936 -1.529
H -21.079 -24.013 -0.579
H -21.890 -23.964 -1.857
O -24.660 -17.134 0.022
H -24.479 -18.063 -0.120
H -24.843 -17.066 0.960
O -14.811 -28.935 3.391
H -14.568 -29.851 3.531
H -14.373 -28.461 4.098
O -23.965 -15.454 6.300
H -23.094 -15.061 6.254
H -23.942 -15.998 7.087
O -18.590 -30.424 3.094
H -17.720 -30.031 3.036
H -18.867 -30.530 2.184
O -22.627 -27.907 1.721
H -23.050 -28.759 1.625
H -21.865 -27.950 1.144
O -22.110 -25.566 6.197
H -22.224 -26.202 6.903
H -21.281 -25.132 6.397
O -19.557 -28.130 -0.776
H -19.504 -28.814 -1.444
H -18.676 -27.755 -0.747
O -15.945 -16.605 8.828
H -16.882 -16.415 8.793
H -15.767 -16.768 9.754
O -17.566 -24.018 -4.018
H -18.409 -23.935 -3.572
H -17.708 -23.619 -4.876
O -24.324 -21.315 10.161
H -23.641 -21.870 9.785
H -24.079 -21.223 11.081
O -24.463 -17.538 9.455
H -24.998 -17.160 10.152
H -24.389 -18.465 9.684
O -26.195 -17.069 3.510
H -26.980 -16.544 3.666
H -25.525 -16.670 4.065
O -26.086 -23.061 4.450
H -26.619 -22.435 3.960
H -26.606 -23.261 5.229
O -12.760 -21.490 4.557
H -12.508 -21.968 5.347
H -13.104 -20.657 4.879
O -27.616 -22.538 8.465
H -26.858 -21.964 8.575
H -27.738 -22.942 9.324
O -13.361 -23.176 -1.587
H -13.674 -23.293 -0.690
H -14.069 -23.514 -2.134
*
```

# 6
# C3H8O2S

A 2-piece molecular cluster, C3H8O2S overall at a distorted geometry (ωB97M-V/def2-TZVPD, the OMol25 dataset).

## Properties
HOMO level (eV): 0.870
Gap between HOMO and LUMO (eV): 5.4
LUMO (eV): 6.3
Relative energy (zero: lowest compared OMol25 entry of this formula, charge and spin) (kJ/mol): 132.0

```
! RIJCOSX wB97M-V def2-TZVPD def2/J DEFGRID3
* xyz -2 1
C -0.468 -0.087 -0.125
O -1.184 0.574 -1.015
C 0.692 0.845 0.439
C 2.005 0.147 0.720
S 2.877 1.368 1.928
H -1.081 -0.477 0.731
H -0.093 -0.994 -0.618
H 0.125 1.221 1.395
H 0.849 1.685 -0.165
H 2.576 0.014 -0.048
H 1.678 -0.810 1.129
H -2.170 -0.495 -1.537
H -3.071 -1.634 -0.977
O -2.736 -1.359 -1.857
*
```

# 7
# C51H140N6O19

A 16-piece molecular cluster, C51H140N6O19 overall at a distorted geometry (ωB97M-V/def2-TZVPD, the OMol25 dataset).

## Properties
HOMO level (eV): -8.822
Gap between HOMO and LUMO (eV): 8.9
LUMO (eV): 0.1

```
! RIJCOSX wB97M-V def2-TZVPD def2/J DEFGRID3
* xyz 0 1
C -6.407 0.924 2.910
C -4.975 1.408 3.084
C -4.794 2.847 2.615
O -5.201 2.977 1.266
C -4.791 4.203 0.722
N -4.596 1.185 4.492
H -7.092 1.518 3.522
H -6.465 -0.098 3.293
H -6.742 0.949 1.876
H -4.280 0.784 2.511
H -3.736 3.125 2.732
H -5.416 3.521 3.225
H -5.095 4.266 -0.324
H -3.700 4.279 0.779
H -5.232 5.101 1.176
H -3.738 1.698 4.712
H -5.341 1.588 5.056
C 1.681 -0.530 -1.903
C 1.201 -0.817 -0.488
C 0.032 0.069 -0.099
O -0.402 -0.303 1.194
C -1.493 0.490 1.625
N 0.841 -2.235 -0.357
H 2.445 -1.258 -2.177
H 2.124 0.459 -2.036
H 0.827 -0.599 -2.584
H 2.054 -0.646 0.187
H -0.789 -0.054 -0.819
H 0.351 1.114 -0.179
H -1.366 1.556 1.401
H -1.593 0.436 2.712
H -2.425 0.152 1.163
H 1.666 -2.817 -0.221
H 0.330 -2.323 0.517
C 4.982 -1.312 -4.118
C 5.256 0.079 -3.526
C 6.515 0.179 -2.686
O 7.595 -0.350 -3.422
C 8.817 -0.076 -2.785
N 5.347 1.121 -4.581
H 5.873 -1.677 -4.638
H 4.208 -1.245 -4.883
H 4.717 -2.018 -3.328
H 4.360 0.312 -2.944
H 6.389 -0.356 -1.734
H 6.618 1.235 -2.416
H 8.955 -0.643 -1.859
H 8.923 1.003 -2.629
H 9.670 -0.347 -3.413
H 4.648 0.929 -5.301
H 6.227 0.898 -5.050
C 1.112 5.490 -3.761
C 0.070 5.871 -2.708
C -0.648 4.659 -2.142
O -1.186 3.854 -3.184
C -1.776 2.676 -2.679
N 0.701 6.665 -1.649
H 1.969 5.116 -3.200
H 1.422 6.395 -4.282
H 0.771 4.735 -4.463
H -0.682 6.532 -3.150
H -1.467 4.968 -1.479
H 0.056 4.022 -1.585
H -2.260 2.192 -3.523
H -2.566 2.922 -1.955
H -1.028 2.042 -2.188
H 0.013 6.818 -0.910
H 1.401 6.118 -1.142
C -1.505 -5.460 2.009
C -1.105 -3.998 2.103
C -2.058 -3.237 3.006
O -3.378 -3.357 2.541
C -4.253 -2.481 3.209
N 0.269 -3.905 2.624
H -2.555 -5.594 1.743
H -1.410 -5.940 2.991
H -0.908 -6.032 1.299
H -1.154 -3.575 1.098
H -1.767 -2.176 3.027
H -1.974 -3.603 4.044
H -4.020 -1.431 2.986
H -4.186 -2.657 4.289
H -5.283 -2.617 2.881
H 0.378 -2.953 3.019
H 0.347 -4.427 3.498
C 3.122 -1.340 3.079
C 2.138 -0.538 3.910
C 2.119 0.951 3.519
O 3.393 1.560 3.476
C 3.950 1.810 4.745
N 0.782 -1.100 3.697
H 4.095 -0.842 3.015
H 2.806 -1.436 2.039
H 3.301 -2.334 3.485
H 2.384 -0.610 4.971
H 1.449 1.482 4.213
H 1.709 1.046 2.510
H 4.974 2.170 4.647
H 3.967 0.889 5.333
H 3.422 2.615 5.271
H 0.464 -0.757 2.781
H 0.200 -0.565 4.346
C -6.133 -0.989 -0.387
C -4.704 -0.581 -0.693
C -3.763 -1.766 -0.600
O -4.652 -0.001 -2.004
H -6.467 -1.910 -0.865
H -6.823 -0.205 -0.721
H -6.402 -0.992 0.674
H -4.379 0.216 -0.021
H -2.727 -1.515 -0.840
H -4.029 -2.547 -1.324
H -3.833 -2.264 0.371
H -4.851 -0.712 -2.625
C -2.343 3.704 7.089
C -1.717 3.746 5.691
C -0.235 4.029 5.781
O -1.957 2.503 5.026
H -3.389 3.398 7.067
H -2.369 4.704 7.540
H -1.762 3.098 7.789
H -2.318 4.464 5.135
H -0.033 4.867 6.453
H 0.182 4.371 4.829
H 0.316 3.145 6.100
H -1.434 1.810 5.473
C -2.479 6.457 2.575
C -1.071 6.364 1.987
C -0.662 4.961 1.593
O -0.989 7.223 0.843
H -2.629 5.748 3.388
H -3.256 6.297 1.830
H -2.663 7.455 2.984
H -0.389 6.737 2.759
H -0.506 4.304 2.448
H 0.252 5.074 1.001
H -1.362 4.454 0.923
H -0.870 8.115 1.182
C 0.958 0.651 -7.386
C 1.835 1.502 -6.494
C 1.581 1.211 -5.034
O 3.221 1.184 -6.783
H 1.253 -0.397 -7.287
H 1.113 0.886 -8.441
H -0.094 0.742 -7.115
H 1.725 2.575 -6.674
H 0.512 1.298 -4.820
H 2.075 1.918 -4.366
H 1.836 0.187 -4.750
H 3.481 1.717 -7.540
C -2.036 -2.044 -6.479
C -1.720 -1.924 -5.007
C -2.021 -0.534 -4.457
O -2.556 -2.872 -4.323
H -1.659 -2.974 -6.906
H -1.577 -1.228 -7.046
H -3.107 -1.953 -6.662
H -0.683 -2.182 -4.784
H -3.090 -0.328 -4.459
H -1.455 0.244 -4.977
H -1.666 -0.471 -3.422
H -2.079 -3.048 -3.498
C 1.698 -3.355 -4.833
C 2.831 -4.329 -4.600
C 2.706 -5.064 -3.269
O 2.767 -5.301 -5.642
H 1.545 -2.704 -3.968
H 0.732 -3.857 -4.922
H 1.900 -2.766 -5.728
H 3.770 -3.768 -4.620
H 2.608 -4.465 -2.358
H 3.587 -5.688 -3.078
H 1.843 -5.732 -3.298
H 3.530 -5.882 -5.572
C 2.316 -6.715 1.249
C 3.246 -5.511 1.115
C 4.166 -5.660 -0.081
O 2.491 -4.322 0.932
H 2.890 -7.642 1.181
H 1.581 -6.699 0.441
H 1.774 -6.732 2.196
H 3.841 -5.420 2.035
H 4.743 -6.583 0.006
H 4.851 -4.817 -0.144
H 3.566 -5.764 -0.987
H 1.816 -4.242 1.645
C -1.969 -0.649 6.250
C -2.939 -0.126 7.268
O -2.282 -0.011 8.528
O -0.857 0.245 6.069
H -2.498 -0.713 5.299
H -1.600 -1.630 6.553
H -3.729 -0.889 7.352
H -3.477 0.785 7.005
H -2.918 -0.067 9.244
H -0.300 0.195 6.854
C -1.371 -4.855 -1.710
C -1.939 -5.727 -2.799
O -0.948 -6.620 -3.333
O -0.790 -3.646 -2.209
H -0.564 -5.428 -1.241
H -2.112 -4.607 -0.940
H -2.442 -5.180 -3.601
H -2.693 -6.400 -2.386
H -0.408 -6.101 -3.939
H -0.122 -3.327 -1.570
C 2.522 3.018 -0.194
C 3.875 2.466 0.200
O 4.607 2.020 -0.932
O 2.550 4.210 -0.966
H 1.891 3.123 0.692
H 2.040 2.226 -0.786
H 3.719 1.605 0.851
H 4.452 3.212 0.759
H 4.589 2.695 -1.618
H 2.914 3.940 -1.817
*
```

# 8
# C8H11N3O

The molecule C8H11N3O at a distorted geometry (ωB97M-V/def2-TZVPD, the OMol25 dataset).

## Properties
HOMO level (alpha / beta) (eV): -5.702 / -10.047
Gap between HOMO and LUMO (alpha / beta) (eV): 6.5 / 7.5
LUMO (alpha / beta) (eV): 0.8 / -2.5
Expectation value of S²: 2.01
Relative energy (zero: lowest compared OMol25 entry of this formula, charge and spin) (kJ/mol): 62.0

```
! RIJCOSX wB97M-V def2-TZVPD def2/J DEFGRID3
* xyz 0 3
C 2.804 1.034 1.124
C 2.227 0.299 -0.758
C -1.234 -0.123 0.482
C -0.049 -2.023 -1.007
C 0.201 -2.417 0.477
C 0.146 -0.938 0.076
C -2.630 1.848 -0.176
C -1.280 1.138 -0.322
N 3.156 1.048 -0.219
N 1.739 0.340 1.408
N 1.340 -0.176 0.197
O -1.869 -0.518 1.413
H 3.323 1.507 1.924
H 2.253 0.074 -1.809
H 0.767 -2.238 -1.509
H -0.919 -2.231 -1.396
H -0.682 -2.808 1.017
H 1.171 -2.781 0.879
H -3.263 1.510 -0.911
H -2.535 2.961 -0.307
H -3.027 1.845 0.764
H -0.397 1.779 -0.058
H -1.241 0.869 -1.289
*
```

# 9
# C3H6FN3

A 2-piece molecular cluster, C3H6FN3 overall at a distorted geometry (ωB97M-V/def2-TZVPD, the OMol25 dataset).

## Properties
HOMO level (eV): -8.332
Gap between HOMO and LUMO (eV): 9.4
LUMO (eV): 1.0
Relative energy (zero: lowest compared OMol25 entry of this formula, charge and spin) (kJ/mol): 311.6

```
! RIJCOSX wB97M-V def2-TZVPD def2/J DEFGRID3
* xyz 0 1
C 2.171 1.073 -1.047
C -1.069 -1.696 0.062
C -1.769 0.373 0.635
N 2.792 0.682 -0.021
N 3.164 0.251 0.955
N -0.835 -0.446 -0.022
F -0.415 -2.684 -0.490
H 1.258 0.852 -1.441
H 2.715 1.940 -1.576
H -1.982 -1.989 0.615
H -1.312 0.937 1.407
H -2.257 1.057 0.028
H -2.462 -0.350 0.896
*
```

Copy entry 2 word for word.
# CH3NO3S

CH3NO3S as an isolated structure at a distorted geometry (ωB97M-V/def2-TZVPD, the OMol25 dataset).

## Properties
HOMO level (alpha / beta) (eV): -5.262 / -10.718
Gap between HOMO and LUMO (alpha / beta) (eV): 5.5 / 7.4
LUMO (alpha / beta) (eV): 0.3 / -3.4
Expectation value of S²: 2.01
Relative energy (zero: lowest compared OMol25 entry of this formula, charge and spin) (kJ/mol): 367.0

```
! RIJCOSX wB97M-V def2-TZVPD def2/J DEFGRID3
* xyz 0 3
C 1.091 -0.141 -1.101
N -0.238 -0.245 -0.870
O 1.829 -0.035 -0.139
O -1.755 0.330 0.858
O -0.051 -1.366 1.502
S -0.272 -0.182 0.735
H 1.477 -0.159 -2.248
H -2.206 0.759 0.049
H 0.125 1.039 1.215
*
```